An isolated molecule of C5H8O. Source: the OMol25 dataset; level of theory: ωB97M-V/def2-TZVPD.

The geometry in XYZ format:
```
14
Properties=species:S:1:pos:R:3
C -0.8066 1.3645 -1.0809
C -0.2678 0.3714 -0.1020
C 1.1777 -0.1207 0.0152
C 0.6718 -1.3033 0.8908
C -0.7551 -0.8370 0.5811
O -0.8388 0.4388 1.2074
H -0.4292 1.1978 -2.0941
H -1.8996 1.3578 -1.0921
H -0.4814 2.3609 -0.7582
H 1.5162 -0.4892 -0.9599
H 1.9221 0.5685 0.4246
H 0.8882 -1.1954 1.9569
H 0.9687 -2.2971 0.5501
H -1.6663 -1.4170 0.4611
```

As for the structure (SMILES): C[C@]12CC[C@H]1O2. As for the net charge: 0.

An isolated molecule of C5H8O. Source: the OMol25 dataset; level of theory: ωB97M-V/def2-TZVPD.

The geometry in XYZ format:
```
14
Properties=species:S:1:pos:R:3
C 0.5240 1.7942 1.1296
C 0.6556 0.4672 0.4010
O 1.6835 -0.1794 0.4736
C -0.5023 -0.0756 -0.3747
C -0.1418 -1.0939 -1.4319
C -0.7271 -1.5603 -0.1498
H 0.4944 2.6426 0.4342
H -0.3872 1.8555 1.7366
H 1.3954 1.9037 1.7770
H -1.3693 0.5606 -0.5315
H 0.9256 -1.2351 -1.5672
H -0.7486 -1.1403 -2.3316
H -1.7484 -1.9279 -0.1382
H -0.0537 -2.0113 0.5729
```

As for the structure (SMILES): CC(=O)C1CC1. As for the net charge: 0.

These records have LUMO energy values of 1.12; 1.11 eV, in the order they appear.
These records have electronic energy values of -270.4837; -270.5269 Eh, in the order they appear.
These records have frontier orbital gap values of 10.70; 10.81 eV, in the order they appear.